The following is a quantum chemistry calculation of 12 unconnected molecules or ions with the total composition C5H38N3O11 in a non-equilibrium geometry, from the OMol25 dataset.

```
57
Properties=species:S:1:pos:R:3:forces:R:3
N -1.9177 -0.2599 -0.2348 0.405 -1.347 -0.796
C -1.5108 1.0305 -0.8910 -0.782 -0.042 1.960
C -2.3006 1.1153 -2.1766 1.765 1.667 -1.464
C 0.0187 1.0293 -0.9068 0.486 -0.413 -0.156
N 0.5101 0.7304 0.4506 0.263 -0.472 -0.482
C 1.7495 -0.0775 0.3787 -1.166 0.591 1.501
C 2.3531 -0.1247 1.8101 -0.683 1.293 -1.309
N 2.5604 1.2859 2.1894 0.385 0.120 0.706
H -1.2039 -0.7573 0.3039 0.370 0.800 0.276
H -1.9812 -0.9474 -0.9954 -0.808 -0.365 -0.076
H -2.7461 -0.2468 0.3873 -0.085 -0.035 -0.436
H -1.8217 1.7609 -0.1383 -0.024 0.388 -0.464
H -1.7061 0.6228 -2.9567 -0.570 -0.658 0.044
H -2.2233 2.1414 -2.5637 -0.185 0.069 0.414
H -3.3567 0.8784 -2.2383 0.070 -0.467 0.557
H 0.4031 0.2332 -1.5782 -0.462 0.160 0.494
H 0.4983 1.9242 -1.3160 -0.511 0.316 0.076
H 0.6536 1.5334 1.0526 0.150 0.304 -0.375
H 2.4860 0.3929 -0.2732 0.026 -0.362 -0.396
H 1.3186 -1.0218 0.0411 1.080 -0.419 -0.138
H 3.2415 -0.7562 1.8034 -0.169 -0.204 0.475
H 1.5295 -0.3933 2.4703 0.504 -0.945 0.194
H 3.3644 1.7515 1.7895 0.089 -0.343 -0.273
H 2.7248 1.3803 3.1856 -0.194 -0.170 0.046
H -4.3916 -1.2971 2.0149 0.019 -0.168 0.383
H -2.9616 -0.7315 2.5322 -0.296 -0.472 0.089
O -3.6463 -0.7217 1.8456 0.043 0.539 -0.460
H -1.4989 -2.4105 1.7310 0.111 -0.323 0.327
H -0.5805 -3.5303 1.0856 0.063 0.523 0.236
O -1.3570 -2.9542 0.9520 -0.253 -0.058 -0.288
H -2.7832 1.2872 2.7263 -0.113 -0.209 -0.344
H -3.3014 2.2123 3.7914 0.030 0.223 0.000
O -2.5868 2.1198 3.1515 0.018 0.137 0.388
H 0.1309 -0.1860 -3.6508 -0.017 -0.103 0.169
H 1.2771 -0.7371 -4.4244 0.462 0.062 0.138
O 1.0215 -0.5381 -3.5118 -1.072 0.263 -0.990
H -0.9814 -3.2234 -2.1998 0.070 0.152 -0.144
H -1.7254 -3.1446 -0.8813 -0.109 0.243 -0.069
O -1.6989 -2.7465 -1.7698 -0.004 -0.110 0.123
H 3.4255 2.0925 -0.1316 -0.613 -0.835 -0.860
H 3.4592 3.4369 -0.0338 -0.606 1.294 -0.592
O 2.9280 2.8124 -0.5520 1.238 -0.182 1.178
H 1.4671 -2.5801 -3.0264 0.057 0.388 -0.064
H 1.9478 -1.8311 -1.7722 0.014 0.519 -0.377
O 1.7544 -2.6942 -2.1224 0.035 -1.391 0.831
H -0.6670 4.1354 0.2046 0.030 -0.254 0.087
H -1.8214 5.0579 0.1347 -0.398 -0.087 0.054
O -1.6311 4.1182 0.2464 0.443 0.339 -0.204
H 3.4471 -0.0048 -1.9794 0.810 -0.348 -0.096
H 2.5823 0.6918 -2.8706 -0.219 0.270 -0.814
O 3.4249 0.2319 -2.9146 0.054 0.163 0.922
H 1.7605 -3.6968 0.3302 0.225 -0.289 -0.124
H 1.6428 -4.1937 1.8257 0.309 -0.131 -0.256
O 1.2570 -3.6356 1.1454 -0.382 0.283 0.293
H -0.9206 0.1922 3.5149 -0.413 0.034 0.107
H -0.4127 -0.3747 2.2262 -0.213 0.137 -0.420
O -1.2034 -0.3823 2.7888 0.721 -0.077 0.396
```
Forces are in eV/Å.

The orbital gap comes out at 10.19 eV. The calculation puts the lowest unoccupied orbital energy at -0.0834 hartree. The calculation puts the total energy at -32788.7358 eV. The net charge is +1. As for the strongest force on any atom: 2.8 eV Å⁻¹.


The following is a quantum chemistry calculation of a molecular structure, C20H17Cl2N2STc, from the OMol25 dataset.

```
43
Properties=species:S:1:pos:R:3:forces:R:3
Tc 0.1948 0.5668 0.9441 -0.266 -0.541 -0.391
C 4.9175 0.4874 -0.0029 -0.004 0.035 -0.020
C 4.2193 1.6800 -0.1699 0.046 -0.028 -0.038
C 2.8462 1.7116 -0.0076 -0.060 -0.053 -0.067
C 2.1375 0.5480 0.3290 0.075 -0.095 0.047
C 2.8518 -0.6519 0.4654 0.134 0.124 0.001
C 4.2356 -0.6755 0.3115 -0.080 0.003 -0.017
H 5.9924 0.4681 -0.1284 -0.019 0.005 0.011
H 4.7505 2.5884 -0.4241 -0.001 -0.017 -0.004
H 2.3279 2.6517 -0.1493 -0.020 0.017 0.043
H 2.3486 -1.5816 0.6962 -0.001 0.000 0.074
H 4.7734 -1.6070 0.4308 -0.001 0.001 0.004
N -1.0936 1.1287 -0.1476 0.038 0.257 0.092
C -1.6143 1.2652 -1.4030 0.160 -0.165 -0.009
C -3.0084 1.2503 -1.5785 -0.033 0.013 0.046
C -3.5452 1.4000 -2.8429 0.026 0.015 -0.014
C -2.7148 1.5682 -3.9476 0.001 0.002 0.024
C -1.3338 1.5863 -3.7811 -0.025 -0.005 0.005
C -0.7810 1.4417 -2.5223 0.066 -0.049 -0.002
H -3.6398 1.1174 -0.7093 -0.014 -0.005 -0.029
H -4.6192 1.3825 -2.9730 0.005 0.008 0.005
H -3.1428 1.6893 -4.9336 0.003 -0.013 0.010
H -0.6876 1.7146 -4.6397 0.001 0.014 0.013
H 0.2930 1.4612 -2.3727 -0.009 0.006 -0.025
Cl 0.3298 2.7254 2.0614 0.058 0.525 0.183
C -0.3836 4.0566 1.0268 -0.147 -0.099 0.029
Cl 0.8530 5.1426 0.4792 0.127 0.064 -0.048
H -1.0852 4.5763 1.6667 -0.007 -0.024 0.049
H -0.8622 3.5603 0.1911 -0.017 -0.088 0.036
S -0.2859 -3.7390 -0.6344 -0.024 -0.164 -0.092
C 0.0827 -2.0864 -0.6005 0.036 0.207 -0.249
N -0.1775 -1.4648 0.5115 -0.156 0.007 0.457
C -0.7466 -2.3331 1.4594 0.127 0.175 -0.235
C -1.1747 -1.9982 2.7439 -0.016 0.009 0.038
C -1.7124 -2.9925 3.5293 0.005 -0.089 -0.007
C -1.8325 -4.3088 3.0526 -0.012 0.083 0.058
C -1.4191 -4.6464 1.7840 0.031 0.035 -0.037
C -0.8724 -3.6367 0.9899 -0.071 -0.168 0.049
H 0.5116 -1.5814 -1.4562 0.007 -0.026 0.043
H -1.1053 -0.9820 3.1169 0.033 -0.001 -0.020
H -2.0473 -2.7571 4.5304 -0.015 -0.011 -0.020
H -2.2639 -5.0682 3.6905 0.014 0.016 0.005
H -1.5167 -5.6583 1.4143 0.003 0.023 0.002
```
Forces are in eV/Å.

The orbital gap (spin up / spin down) comes out at 6.84 / 7.30 eV. The calculation puts the lowest unoccupied orbital energy (spin up / spin down) at -0.1271 / -0.1477 hartree. The calculation puts the total energy at -62066.7927 eV. The spin multiplicity is 4. The net charge is +1. As for the strongest force on any atom: 0.7 eV Å⁻¹.